The following is a quantum chemistry calculation of C6H10O in the gas phase, from the OMol25 dataset.

SMILES ... C#C[C@](C)(O)CC
Frontier orbital gap ... 10.94 eV
Molecular weight ... 98.1 g mol⁻¹
Charge ... 0
Energy relative to the best compared isomer or geometry (same formula, charge and spin) ... 177.0 kJ/mol
Strongest force on any atom ... 0.599 eV/Å

Last column: Mulliken charge in e.
CARTESIAN COORDINATES (ANGSTROEM)
1 C -1.388 -1.530 -0.912  -1.147
2 C -1.062 -0.062 -0.611  -0.686
3 C 0.044 0.187 0.431  1.442
4 C 0.426 1.693 0.608  -1.570
5 O -0.429 -0.415 1.627  -0.578
6 C 1.388 -0.318 0.032  -1.087
7 C 2.573 -0.243 -0.185  0.086
8 H -2.204 -1.584 -1.644  0.359
9 H -1.712 -2.065 -0.015  0.280
10 H -0.532 -2.065 -1.340  0.308
11 H -1.968 0.421 -0.224  0.346
12 H -0.789 0.453 -1.539  0.308
13 H 1.217 1.738 1.367  0.390
14 H 0.875 2.033 -0.332  0.365
15 H -0.369 2.388 0.892  0.354
16 H 0.321 -0.569 2.216  0.398
17 H 3.608 -0.063 -0.371  0.431